(1)
12
Properties=species:S:1:pos:R:3:forces:R:3:mulliken_charge:R:1 method="wB97M-V/def2-TZVPD" max_force_ev_per_a=1.11 relative_energy_ev=1.287 smiles=N#C[C@H](O)CN orbital_gap_ev=11.30
N -0.642530 2.379434 1.381622 -0.1 -1.1 -0.2 -0.405
C -0.719123 1.248297 1.150938 0.1 1.0 0.2 0.082
C -0.785625 -0.185081 0.744231 -0.2 0.1 -0.2 0.125
O 0.022624 -0.994520 1.542138 0.2 0.0 0.0 -0.538
C -0.368751 -0.263603 -0.735111 -0.2 -0.1 0.0 -0.496
N 1.080042 -0.105320 -0.795598 0.0 0.2 -0.2 -0.625
H -1.821810 -0.517804 0.863183 0.1 0.1 0.0 0.288
H 0.907906 -0.936808 1.135077 -0.1 -0.1 0.1 0.433
H -0.934788 0.481348 -1.312943 0.1 -0.1 0.1 0.345
H -0.625365 -1.258992 -1.109303 0.0 0.1 0.1 0.364
H 1.442760 -0.423563 -1.687297 0.0 0.0 0.2 0.227
H 1.338985 0.872526 -0.695098 0.0 -0.1 0.0 0.199

(2)
64
Properties=species:S:1:pos:R:3:forces:R:3:lowdin_spin:R:1 method="wB97M-V/def2-TZVPD" max_force_ev_per_a=2.81 spin_multiplicity=2 relative_energy_ev=0.491 s_squared=0.78 total_charge=+2 orbital_gap_ev="5.54 / 6.05"
Re -0.075793 0.070728 0.188377 -2.2 1.2 -1.2 0.900
C -0.802533 2.596662 -5.055400 -0.2 0.1 0.1 0.001
C -1.957452 2.531903 -4.056907 0.4 0.8 -0.3 0.001
N -2.284667 1.164904 -3.722168 0.2 -0.2 0.8 0.013
C -3.080953 0.416397 -4.683846 -0.3 -0.7 -0.5 0.001
C -2.246846 -0.544418 -5.530151 -0.1 0.2 0.0 0.001
C -1.844081 0.551727 -2.637248 -0.1 -0.3 0.3 -0.006
S -0.911293 1.503177 -1.467753 1.2 -0.5 1.0 -0.073
N -2.179214 -0.710878 -2.481028 -0.5 -0.5 -0.3 0.001
C -1.839147 -1.635631 -1.611487 0.1 1.0 -0.6 0.006
O -1.014518 -1.473574 -0.634755 -0.3 -0.3 0.7 0.034
C -2.399371 -2.965117 -1.800823 0.0 -0.5 0.2 0.002
C -3.160856 -3.272644 -2.935680 0.2 0.2 0.2 0.003
C -3.669005 -4.543457 -3.094267 -0.1 -0.2 0.1 0.000
C -3.431411 -5.517823 -2.130098 0.1 0.2 0.0 0.006
C -2.661450 -5.223633 -1.010143 -0.1 -0.1 -0.1 0.000
C -2.146466 -3.957266 -0.842282 0.0 0.3 -0.2 0.004
H -0.477684 3.627380 -5.153907 0.1 0.1 0.0 0.000
H -1.108686 2.248810 -6.036777 0.0 -0.1 -0.1 0.000
H 0.035111 1.994885 -4.712439 0.1 0.0 0.0 0.000
H -2.847990 2.993370 -4.490284 0.0 0.0 0.2 0.001
H -1.694035 3.073972 -3.147624 -0.2 0.0 -0.2 0.000
H -3.582541 1.136984 -5.330872 0.0 0.0 0.2 0.000
H -3.833114 -0.145694 -4.124336 0.0 0.2 -0.1 0.000
H -1.593474 -0.003757 -6.206361 0.1 0.0 -0.1 0.000
H -2.914484 -1.156017 -6.129615 -0.1 -0.1 -0.1 0.000
H -1.638853 -1.195708 -4.908611 0.0 -0.1 0.0 0.000
H -3.332510 -2.510545 -3.677452 0.0 0.1 -0.1 0.000
H -4.258468 -4.781100 -3.965588 -0.1 0.0 -0.1 0.000
H -3.851766 -6.504362 -2.250655 0.0 -0.1 0.0 0.000
H -2.475550 -5.988617 -0.274576 0.0 -0.1 0.1 0.000
H -1.554631 -3.700784 0.022659 0.0 -0.1 0.1 0.000
C -4.291492 2.839027 3.160222 0.1 0.1 0.1 0.000
C -3.877814 1.676768 2.273198 0.4 0.1 0.0 -0.001
S -2.060649 1.404700 2.411987 -1.1 0.4 1.1 0.002
O -1.829767 0.296019 1.354129 1.9 -1.5 -1.3 0.047
C -1.998506 0.454586 3.999893 0.1 0.1 -0.3 0.000
C -2.307606 -1.018039 3.818759 -0.1 0.0 -0.3 0.000
H -5.350663 3.045236 3.015936 0.0 -0.1 -0.1 0.000
H -3.739326 3.741455 2.908597 0.0 0.1 0.0 0.000
H -4.151654 2.623573 4.215266 0.0 0.0 0.1 0.000
H -4.057348 1.918087 1.225352 0.2 -0.1 -0.1 0.000
H -4.399835 0.754894 2.521027 0.2 -0.2 0.0 0.000
H -2.704438 0.921311 4.685545 0.0 0.2 -0.1 0.000
H -0.994014 0.615460 4.391296 0.0 0.1 0.0 0.000
H -3.335415 -1.172876 3.499649 -0.1 -0.1 0.0 0.000
H -2.179513 -1.527196 4.770570 0.0 0.0 0.1 0.000
H -1.650880 -1.478918 3.080975 -0.1 -0.1 0.1 0.000
I 1.816951 -2.513054 -1.328287 0.3 -0.2 0.1 0.024
C 1.891310 -2.270294 0.750052 0.3 -0.5 -0.7 0.002
C 2.806349 -3.029105 1.466728 -0.2 0.1 0.1 0.000
C 2.840228 -2.907591 2.844998 -0.1 0.1 -0.1 0.000
C 1.953358 -2.031396 3.460216 -0.1 0.0 -0.2 0.000
C 1.101553 -1.294885 2.662449 0.2 0.0 0.8 0.002
N 1.064638 -1.405729 1.334482 0.0 0.6 -0.6 0.004
H 3.472096 -3.696549 0.943386 0.0 0.0 0.0 0.000
H 3.545627 -3.483627 3.426288 0.0 0.0 0.0 0.000
H 1.931527 -1.913643 4.531360 0.0 0.1 0.1 0.000
H 0.426342 -0.570259 3.085385 0.0 0.1 0.1 0.000
O 1.738835 2.847636 -0.530255 0.1 1.2 -0.9 -0.002
Cl 2.047053 1.787500 0.304222 0.6 1.7 0.3 0.005
O 1.985011 0.534942 -0.453985 -1.1 -2.4 -0.7 0.009
O 3.232917 1.876261 0.998486 1.2 0.1 0.6 0.003
O 0.930365 1.605105 1.249704 -1.3 -0.3 1.4 0.011

(3)
14
Properties=species:S:1:pos:R:3:forces:R:3:mulliken_charge:R:1 method="wB97M-V/def2-TZVPD" max_force_ev_per_a=2.57 relative_energy_ev=2.654 smiles=C[Si](Cl)(CCl)CCl orbital_gap_ev=10.88
C -1.635259 0.919597 0.157265 1.0 0.6 -0.4 -0.983
Si 0.010454 0.029076 0.351665 -0.1 1.0 0.9 0.542
Cl 0.595567 0.517765 2.312269 0.0 -0.3 -0.3 -0.316
C 1.370300 0.726623 -0.708029 0.4 -0.3 0.0 -0.622
Cl 1.250321 2.478080 -0.894859 -0.2 0.5 -0.2 -0.184
C 0.018663 -1.841087 0.175059 -2.4 0.5 0.6 -0.516
Cl 1.356936 -2.510718 -0.615025 2.0 -0.8 -1.2 -0.179
H -1.842048 1.010558 -0.913696 -0.2 -0.1 0.1 0.324
H -2.414937 0.369313 0.651995 -0.5 -0.1 0.2 0.323
H -1.571959 1.966131 0.554659 0.0 -1.0 -0.2 0.281
H 1.537498 0.231262 -1.659512 -0.3 0.2 -0.2 0.388
H 2.285463 0.567139 -0.156944 0.3 -0.2 0.2 0.312
H -0.068485 -2.347835 1.125547 -0.1 0.2 0.4 0.330
H -0.892513 -2.115904 -0.380395 0.2 0.0 0.1 0.299

(4)
51
Properties=species:S:1:pos:R:3:forces:R:3:mulliken_charge:R:1 method="wB97M-V/def2-TZVPD" max_force_ev_per_a=0.62 relative_energy_ev=0.503 smiles="CCC(CC)C(=O)Nc1cccc(C(=O)NCCc2ccccc2)c1" orbital_gap_ev=9.31
C -4.010852 -3.308953 -0.495274 0.0 0.1 -0.1 -1.183
C -4.645184 -2.119269 -1.206648 0.1 0.1 0.1 -0.970
C -4.596043 -0.794552 -0.428941 0.1 -0.2 0.0 0.257
C -5.091705 -0.902701 1.023117 -0.2 0.1 -0.2 -0.565
C -6.559753 -1.301845 1.114528 0.2 0.0 0.1 -1.329
C -3.182018 -0.217937 -0.407417 -0.6 0.2 -0.1 0.250
O -2.174307 -0.879974 -0.513153 0.3 -0.2 -0.1 -0.650
N -3.183719 1.137844 -0.233468 -0.3 0.4 0.0 -0.049
C -2.092923 2.004829 -0.103774 0.3 0.1 0.1 0.463
C -2.337666 3.307886 0.327224 0.0 -0.1 -0.1 -0.700
C -1.294235 4.204435 0.458961 0.0 0.0 0.0 -0.698
C -0.000036 3.812058 0.171202 0.2 -0.1 0.0 -0.718
C 0.255398 2.511514 -0.251304 -0.4 0.4 0.1 0.404
C 1.672252 2.147425 -0.561574 -0.1 -0.2 0.0 0.351
O 2.495160 2.979612 -0.894393 0.1 0.2 0.0 -0.678
N 1.965915 0.831482 -0.443408 -0.1 -0.3 0.0 -0.061
C 3.298060 0.319066 -0.646648 0.2 0.0 0.1 -0.804
C 4.004833 0.010476 0.683059 0.0 0.1 -0.3 -0.852
C 5.403318 -0.470153 0.425252 -0.1 0.0 0.1 0.483
C 6.417923 0.442852 0.164456 0.0 0.0 0.0 -0.288
C 7.702294 0.009040 -0.108589 0.1 0.1 0.0 -0.604
C 7.988945 -1.345734 -0.126547 0.1 0.0 0.0 -0.406
C 6.984326 -2.262593 0.128954 0.1 -0.1 0.0 -0.537
C 5.699257 -1.826294 0.400719 0.0 0.0 0.0 -0.371
C -0.793026 1.612311 -0.401277 0.1 -0.1 0.0 -0.545
H -4.571813 -3.587925 0.393018 -0.1 -0.1 0.1 0.293
H -2.989687 -3.073601 -0.212629 0.1 -0.1 0.1 0.289
H -3.994288 -4.165528 -1.165402 0.0 -0.1 0.0 0.387
H -4.124457 -1.962608 -2.154203 -0.1 0.0 0.0 0.390
H -5.687563 -2.347941 -1.439218 0.0 0.0 -0.1 0.452
H -5.240388 -0.080516 -0.958053 0.1 0.0 0.1 0.422
H -4.475906 -1.624866 1.559496 0.1 0.0 0.1 0.374
H -4.959278 0.064852 1.516250 0.1 -0.1 0.0 0.411
H -6.720922 -2.296707 0.709843 -0.1 -0.1 0.0 0.283
H -6.882109 -1.301227 2.153213 -0.1 0.0 0.1 0.396
H -7.183044 -0.601362 0.561971 -0.1 0.0 -0.1 0.346
H -4.083386 1.581129 -0.107270 0.1 -0.2 -0.1 0.233
H -3.349710 3.616019 0.551931 -0.1 0.0 0.0 0.371
H -1.494552 5.213440 0.786712 0.0 0.1 0.0 0.389
H 0.826757 4.499128 0.261380 0.1 0.1 0.0 0.487
H 1.275289 0.199704 -0.071129 0.0 0.2 0.0 0.240
H 3.249025 -0.586205 -1.259640 0.1 0.1 0.0 0.281
H 3.853829 1.088089 -1.187977 0.0 -0.2 0.0 0.416
H 3.437156 -0.748672 1.226229 0.0 0.0 0.1 0.414
H 4.025436 0.923427 1.281624 -0.1 0.0 0.0 0.321
H 6.195991 1.500138 0.178507 0.0 0.1 0.0 0.391
H 8.482621 0.729070 -0.307563 0.1 0.1 0.0 0.369
H 8.992127 -1.685402 -0.338283 0.1 0.0 0.0 0.370
H 7.201641 -3.320871 0.116726 0.0 -0.1 0.0 0.368
H 4.918797 -2.547151 0.600819 -0.1 -0.1 0.0 0.337
H -0.627766 0.614736 -0.771408 0.0 0.0 0.0 0.770

(5)
59
Properties=species:S:1:pos:R:3:forces:R:3:mulliken_charge:R:1 method="wB97M-V/def2-TZVPD" max_force_ev_per_a=2.20 orbital_gap_ev=4.72
Pt 0.290400 0.013400 0.088700 0.1 -0.9 -0.3 3.053
O -6.049600 -2.880200 0.043800 -0.1 0.2 0.0 -0.507
C -4.899200 -3.680500 -0.086400 0.1 -0.4 0.0 -0.698
C -3.663200 -2.829700 -0.030700 0.4 -0.5 0.1 0.283
C -2.395700 -3.419600 0.063500 -0.8 0.5 0.0 -1.207
C -1.292100 -2.602900 0.134800 0.3 -0.5 0.1 -0.134
N -1.363200 -1.276400 0.149200 -0.7 0.4 -0.3 -0.644
C -2.576700 -0.677900 0.053300 -0.1 -1.8 0.1 0.657
C -3.737100 -1.456300 -0.065700 0.4 0.7 0.1 -0.657
C -2.628400 0.768000 0.110500 -0.1 1.7 -0.2 0.498
C -3.811700 1.467400 0.378600 0.4 -0.5 -0.2 -0.690
C -3.819000 2.848500 0.376900 0.6 0.5 -0.1 0.687
C -5.109200 3.597000 0.602700 0.0 0.3 0.2 -0.875
O -6.193100 3.043500 -0.105400 -0.2 -0.2 -0.2 -0.501
C -2.605900 3.514000 0.148600 -0.8 -0.4 0.0 -1.039
C -1.474000 2.763600 -0.082000 0.5 0.2 -0.2 -0.614
N -1.471600 1.435900 -0.126000 -0.1 -0.9 1.0 -0.564
H -6.834000 -3.438000 0.044200 0.1 0.0 0.0 0.314
H -4.898500 -4.227700 -1.042000 0.0 0.1 0.1 0.321
H -4.843900 -4.427200 0.720200 0.0 0.1 -0.1 0.362
H -2.277900 -4.489400 0.103900 0.1 -0.2 0.0 0.469
H -0.299500 -3.039100 0.207500 -0.1 0.2 0.0 0.157
H -4.702300 -0.992000 -0.170900 -0.1 0.1 0.0 0.543
H -4.727500 0.936100 0.586200 -0.1 0.0 0.0 0.517
H -4.976800 4.657600 0.349300 0.1 -0.1 0.1 0.386
H -5.390000 3.525100 1.658900 0.1 0.1 -0.1 0.279
H -6.066500 3.189900 -1.049000 0.0 0.0 0.0 0.317
H -2.549400 4.591700 0.131300 0.0 0.1 0.0 0.419
H -0.526200 3.247400 -0.288500 0.1 -0.1 0.1 0.410
Se 4.875400 0.091100 2.252800 -0.5 -0.1 -0.6 -0.606
Sb 3.750200 -0.060700 0.096600 1.7 0.3 -0.1 0.677
Se 2.038700 -1.968500 0.092200 -1.2 1.8 0.1 -0.529
Se 5.059900 -0.174900 -1.958100 -0.6 0.0 0.6 -0.601
Se 1.940900 1.755600 -0.168900 0.3 -0.5 0.1 -0.586
C 1.178600 -1.474500 3.343600 -0.5 0.5 -0.6 -1.041
Si 0.355700 0.034500 2.478400 0.7 0.0 1.1 0.433
C 1.223200 1.589100 3.192500 -0.4 -0.5 -0.4 -1.038
C -1.470600 0.008900 3.071600 0.6 0.1 -0.4 -1.234
H 0.905100 -1.451200 4.392700 -0.2 0.1 0.3 0.420
H 2.262100 -1.434700 3.288100 0.2 0.1 -0.2 0.280
H 0.854100 -2.429000 2.937300 -0.1 -0.1 -0.1 0.297
H 1.003400 1.664900 4.253300 -0.2 -0.1 0.3 0.404
H 0.888400 2.505900 2.715200 -0.1 0.1 -0.1 0.294
H 2.307300 1.533200 3.091200 0.0 -0.1 -0.2 0.255
H -1.456400 0.047500 4.154700 0.0 0.0 0.3 0.562
H -1.979300 -0.903400 2.777600 -0.1 -0.2 0.0 0.300
H -2.050400 0.852100 2.714500 -0.1 0.3 0.0 0.258
N -1.815700 0.955300 -5.122300 -0.6 0.2 -0.3 -0.425
C -0.775600 0.435500 -4.422900 0.6 -0.4 0.6 0.413
C -0.757500 0.435000 -3.014600 -0.1 0.1 -0.6 -0.015
N 0.238700 -0.108100 -2.339900 0.0 -0.1 -0.2 0.243
C 1.232100 -0.650000 -3.041600 0.5 -0.2 0.0 -0.174
C 1.202100 -0.667400 -4.427400 -0.2 0.1 0.3 -0.535
N 0.208100 -0.135900 -5.116700 -0.4 0.2 -0.2 -0.655
H -2.436800 1.607600 -4.676100 0.1 0.0 -0.1 0.210
H -1.686500 1.046700 -6.116700 0.0 0.0 0.1 0.268
H -1.566200 0.888200 -2.462000 -0.1 0.0 0.1 -0.103
H 2.074200 -1.074900 -2.512100 -0.1 0.0 0.1 0.284
H 1.997200 -1.124600 -4.996800 0.1 0.0 0.0 0.401

(6)
15
Properties=species:S:1:pos:R:3:forces:R:3:mulliken_charge:R:1 method="wB97M-V/def2-TZVPD" max_force_ev_per_a=7.75 relative_energy_ev=2.179 smiles=Cc1cc(N)[nH]c1F orbital_gap_ev=8.68
C -2.202610 -1.325096 -0.000290 2.2 -0.6 0.9 -0.991
C -0.802623 -0.703429 0.066330 0.2 0.3 -1.0 0.511
C 0.602471 -1.258326 -0.073349 -2.8 1.4 0.9 -0.908
C 1.393943 -0.163303 -0.078606 -3.0 -1.1 -1.8 0.238
N 2.711281 -0.011259 0.068770 5.8 -0.4 2.8 -0.555
N 0.586577 0.976798 -0.256271 6.3 3.8 2.3 -0.197
C -0.665473 0.676348 0.027794 -1.6 -1.2 0.0 0.040
F -1.575186 1.696685 0.064215 0.6 -1.2 -0.1 -0.280
H -2.203325 -2.072566 0.835138 -0.5 0.1 -1.2 0.268
H -2.809384 -0.509606 0.332665 -1.0 0.2 -0.2 0.325
H -2.428975 -1.701892 -1.027422 -0.1 0.1 1.1 0.261
H 0.932736 -2.270036 0.026424 -0.1 -0.4 0.0 0.376
H 2.950308 -0.014096 1.151735 -0.4 0.1 -3.0 0.266
H 3.441997 -0.678193 -0.384815 -2.4 1.5 0.9 0.293
H 1.254060 1.860288 0.149577 -3.1 -2.6 -1.5 0.354